18
Properties=species:S:1:pos:R:3:forces:R:3 method="wB97M-V/def2-TZVPD" charge=+1 e_tot_ev=-8882.7340 lumo_ev=-3.2 relative_energy_kcal_mol=49.35
O 1.71917 2.21409 1.04512 -0.4 -0.6 -0.5
O 0.24859 -0.57094 -2.99550 1.8 1.1 -1.6
N 0.33443 0.28759 -0.19717 1.3 -1.0 1.5
C -1.39700 -0.14436 1.57532 3.9 -2.3 -0.8
C -0.71837 -0.64404 0.28466 0.2 3.2 1.9
C -0.85371 -1.83936 -0.17682 -1.4 -0.8 1.2
H -0.60100 -0.26903 2.38570 -1.1 0.5 -0.8
H -0.10655 -2.32367 -0.74869 -0.1 -0.6 -1.0
H 1.35485 2.87178 1.60295 -1.2 1.2 0.8
H -1.72518 -2.25692 0.36283 0.9 -1.0 -1.0
H 0.46918 1.12731 0.50015 -0.7 -0.5 -2.6
H 1.23624 -0.11356 0.13865 -0.4 -0.3 -0.9
H -2.06152 -0.91345 1.69644 -2.0 -1.6 1.1
H -1.89608 0.74428 1.59050 -1.0 2.6 -0.2
H 0.28912 0.20283 -1.26434 0.2 1.3 1.0
H -0.12940 -0.30374 -3.87377 -0.2 -0.4 1.2
H 1.21224 -0.37051 -3.21238 -1.5 -0.6 0.6
H 2.62499 2.30171 1.28637 1.5 -0.4 0.0